{"formula": "C27H57FN3O3", "method": "ωB97M-V/def2-TZVPD", "charge": -1, "homo_ev": -5.06, "multiplicity": 1, "orbital_gap_ha": 0.2931, "species": ["H", "C", "C", "C", "H", "C", "H", "H", "H", "H", "H", "H", "H", "H", "H", "H", "H", "H", "H", "H", "C", "F", "H", "H", "H", "C", "H", "C", "O", "H", "C", "O", "H", "H", "H", "H", "H", "O", "N", "C", "H", "H", "H", "H", "H", "C", "H", "H", "C", "C", "H", "C", "C", "H", "C", "H", "H", "H", "H", "H", "N", "C", "H", "H", "H", "H", "H", "H", "C", "H", "H", "C", "H", "C", "C", "H", "C", "H", "H", "H", "H", "C", "H", "H", "N", "C", "C", "C", "H", "C", "C"], "positions_angstrom": [[1.56886, -0.22903, -1.25210], [1.48647, 0.56579, -5.20323], [2.68980, 2.52661, 4.33671], [-1.05353, 1.48910, 4.30474], [-0.30416, 1.37059, -3.57415], [0.23589, 0.74262, 4.07889], [-0.44732, -1.19695, -0.00174], [-4.80726, -3.76093, 0.38305], [0.73395, 3.48420, 1.57684], [-0.84748, -0.77777, 2.90040], [-5.39209, -1.38194, 0.40849], [-1.75052, 0.95377, 4.94942], [2.09241, 0.12811, 5.07434], [3.66070, 1.23622, 2.26939], [3.78957, 1.37479, -1.00656], [2.07117, -1.77606, -4.67050], [0.31026, -1.90913, -4.33405], [0.81927, 2.53506, -4.51835], [0.70994, 0.33665, 6.12934], [3.24542, 3.47258, 4.34488], [-2.31533, -3.54552, -0.96710], [0.11364, 0.03256, -0.27346], [-0.92978, 2.38302, 4.90829], [-5.86524, -3.45547, -1.00211], [-0.68357, -1.12649, 4.66394], [2.91402, 2.36874, -4.20283], [-0.90640, -4.79074, 0.19994], [3.99577, 1.88498, -1.95776], [-0.92443, -2.04509, 0.19049], [0.36019, 0.71890, 1.10148], [1.90438, 2.40485, 2.94835], [2.40360, -0.36008, -1.75754], [1.77497, 4.61193, 2.49093], [3.85509, 1.91190, -4.59047], [2.53105, 1.60687, 1.01799], [-0.20579, 0.29769, -2.18166], [2.02549, 3.47877, -1.63217], [0.10751, 1.37348, 1.80228], [-2.15161, -2.08503, -0.52673], [-2.98152, -0.09456, 0.59453], [-2.13684, -5.65519, -0.57936], [-1.89121, -2.66903, -2.84727], [-2.13201, 0.05789, 1.26979], [-2.06510, -2.57292, 1.85933], [0.31604, 3.89353, 3.28600], [1.24438, -0.03049, -3.82776], [-1.42690, -4.34808, -2.87059], [-3.66329, -2.82772, -2.29494], [1.26839, -1.54239, -3.95525], [-3.15134, -2.34167, 1.77309], [3.49799, 1.75027, 4.28475], [-3.23968, -1.61834, 0.43441], [-0.11048, 0.35873, -3.27092], [-2.51846, -4.66120, 0.91563], [2.70874, 1.75055, -2.79618], [1.02380, 2.89519, 5.63318], [2.96430, 3.47148, -4.14921], [1.78370, 2.51719, -6.07608], [-3.68466, -3.26584, 1.77579], [2.33399, 2.21891, 6.42015], [2.43131, 0.37136, -2.97505], [-3.77936, -3.60382, -1.54280], [-1.45321, 1.82299, 3.35381], [-3.48564, -1.66956, 2.58346], [1.42842, 1.94443, -1.07665], [-2.73002, 0.40147, -0.34410], [0.63076, 2.70228, -2.43599], [2.39222, 0.12270, -5.61027], [2.97055, 2.00097, 1.92603], [1.53944, -2.00751, -2.99430], [-0.48297, -3.10473, -1.99309], [-4.63445, -1.79008, -0.24749], [-0.92172, -0.23033, -3.73440], [-4.88300, -3.25990, -0.57765], [-0.19943, -0.73698, 3.77733], [-4.69012, -1.23999, -1.17681], [-1.96484, -4.74069, -0.02297], [-3.84910, 0.40709, 1.02579], [4.17249, 2.90197, -1.74401], [0.58004, 0.31218, -5.80116], [-4.04391, -4.57330, -2.01244], [-1.47609, -3.48207, -2.24372], [0.65603, -1.41071, 3.56802], [3.58072, 2.83462, 1.55875], [0.97586, 1.26585, 2.92458], [1.77476, 2.14842, 5.48833], [1.14267, 3.69546, 2.56748], [1.21844, 0.77260, 5.24994], [4.88759, 1.38785, -2.44662], [1.61786, 2.53851, -1.96419], [1.63994, 2.08312, -5.08653]], "forces_ev_per_angstrom": [[-0.30, 0.40, -0.13], [-1.33, 0.71, 0.20], [-0.25, -1.46, -1.55], [-0.27, 1.06, 1.19], [-0.42, 0.55, 0.13], [0.48, -0.99, -0.82], [-0.16, 0.66, -0.56], [-0.11, -0.73, -0.18], [-0.23, 0.35, 0.21], [-0.09, 0.03, 0.24], [-0.21, 0.15, 0.37], [-0.29, -0.51, -0.54], [-0.38, -0.15, -0.31], [-0.14, -0.11, 0.38], [0.34, 0.12, -0.25], [-0.20, -0.34, 0.15], [0.21, -0.06, 0.08], [-0.03, 0.02, -0.70], [0.12, 0.39, -0.15], [-0.58, 0.08, 0.33], [-0.75, 0.65, -1.16], [0.92, 0.46, -0.15], [0.46, 0.54, -0.04], [-0.15, 0.09, -0.03], [-0.42, -0.11, 0.13], [-0.88, -0.25, -0.15], [0.28, 0.46, 0.20], [0.04, -1.99, -0.41], [-0.54, -1.60, 0.36], [-0.11, -0.03, -0.03], [0.87, 0.12, 0.77], [0.46, 0.14, 0.06], [-0.19, -0.73, 0.21], [-0.69, 0.50, -0.16], [-0.41, -0.12, -0.14], [0.08, -0.15, -0.27], [0.12, 0.52, 0.02], [0.21, 0.29, 0.73], [-0.77, -1.21, 1.39], [0.28, -0.49, 0.53], [-0.58, -0.25, 0.04], [0.04, -0.18, -0.04], [-0.12, 0.11, -0.16], [-0.75, 0.24, 0.49], [0.48, -0.14, -0.49], [0.76, -0.44, 0.74], [0.05, -0.91, -0.11], [-0.93, -0.06, -0.33], [0.99, -0.41, -0.06], [1.14, 0.98, 0.04], [-0.62, 0.50, 0.16], [-0.09, 0.89, -1.29], [-0.76, 0.27, -0.11], [0.04, -0.47, -0.28], [-0.22, 2.18, 0.60], [-0.88, 0.48, -0.16], [0.52, -0.45, 0.27], [-0.29, 0.29, 0.05], [-0.53, -0.47, 0.27], [0.22, -0.36, 0.22], [-1.12, -2.18, -0.64], [0.55, -1.05, 0.45], [-0.39, -0.39, -0.05], [0.14, -0.46, -0.18], [-0.20, -0.04, 0.25], [-0.05, -0.29, -0.09], [0.73, -0.03, 0.08], [-0.02, -0.03, -0.29], [0.27, 0.83, -1.11], [-0.41, 0.10, -0.44], [0.17, -0.45, 0.00], [0.38, -0.46, 0.34], [0.40, -0.01, 0.21], [0.43, 1.16, 0.43], [1.25, 0.36, -0.23], [0.21, 0.46, -0.24], [0.08, 1.30, -0.49], [-0.13, -0.08, 0.11], [0.47, 1.29, 0.08], [0.73, 0.03, 0.01], [0.76, 0.34, -0.02], [0.78, 0.91, 0.25], [-0.19, 0.55, 0.04], [0.02, 0.22, 0.32], [-0.05, -1.15, -0.32], [0.97, 0.90, 0.56], [0.35, 0.32, 0.07], [-0.37, -0.54, 0.51], [-0.98, 0.58, 0.44], [-0.03, -0.71, -0.43], [1.80, -0.52, 0.57]], "lowdin_charge": [0.06, -0.15, -0.12, -0.04, 0.04, -0.51, -0.01, 0.09, 0.07, 0.05, 0.11, 0.08, 0.12, 0.08, 0.07, 0.08, 0.08, 0.09, 0.12, 0.11, -0.45, -0.39, 0.06, 0.10, 0.07, -0.12, 0.07, -0.04, -0.09, 0.05, -0.48, -0.05, 0.08, 0.12, 0.06, 0.07, 0.07, -0.08, -0.06, -0.03, 0.07, 0.07, 0.05, 0.08, 0.08, -0.51, 0.07, 0.10, -0.04, -0.04, 0.11, -0.47, -0.03, 0.06, -0.53, 0.09, 0.11, 0.10, 0.04, 0.10, -0.08, -0.16, 0.08, 0.09, 0.05, 0.09, 0.07, 0.11, -0.04, 0.08, 0.07, -0.15, 0.09, -0.20, -0.02, 0.11, -0.01, 0.08, 0.05, 0.13, 0.12, -0.06, 0.09, 0.08, -0.09, -0.21, -0.03, -0.14, 0.10, -0.01, -0.17]}